(1)
The following is a quantum chemistry calculation of a structure of composition C35H30Br4ClNO5PtSSi, from the OMol25 dataset.

Properties
- Net charge: -2
- LUMO: 3.68 eV
- Gap between HOMO and LUMO: 5.50 eV
- E: -363164.921 eV
- ΔE to the lowest compared entry with this formula, charge and spin: 0.0 kcal per mole
- Molar mass: 1154.9 g/mol

Each line ends with the Löwdin charge.
Atoms and positions in Å:
1 Pt 2.44 -0.36 -1.39  0.8784
2 Br 5.99 -0.52 -7.50  0.6243
3 C 5.45 -0.75 -5.70  -0.7783
4 C 6.30 -1.33 -4.78  -0.7805
5 Br 8.03 -1.92 -5.29  0.6245
6 C 5.87 -1.49 -3.45  -0.6438
7 Br 6.97 -2.29 -2.13  0.7046
8 C 4.61 -1.08 -3.02  -0.4172
9 O 4.22 -1.27 -1.78  -0.3308
10 C 3.72 -0.45 -3.97  -0.4467
11 O 2.56 -0.04 -3.58  -0.2636
12 C 4.18 -0.32 -5.28  -0.6450
13 Br 2.96 0.49 -6.49  0.6983
14 C 3.03 -2.84 0.88  -0.2318
15 Si 2.86 -0.96 0.76  0.4078
16 C 4.54 -0.26 1.29  -0.2269
17 C 1.74 -0.44 2.21  -0.2809
18 C 1.23 -1.35 3.13  -0.1051
19 C 0.48 -0.93 4.23  -0.1091
20 C 0.23 0.42 4.43  -0.1117
21 C 0.72 1.34 3.52  -0.1015
22 C 1.47 0.91 2.43  -0.1177
23 H 3.41 -3.17 1.86  0.0156
24 H 3.73 -3.17 0.11  0.0108
25 H 2.07 -3.33 0.70  0.0184
26 H 4.83 -0.64 2.27  0.0167
27 H 4.50 0.83 1.35  0.0096
28 H 5.31 -0.53 0.56  0.0024
29 H 1.40 -2.41 2.99  0.0871
30 H 0.09 -1.66 4.93  0.0890
31 H -0.36 0.74 5.28  0.0882
32 H 0.52 2.40 3.65  0.0910
33 H 1.83 1.65 1.71  0.0994
34 C -3.72 1.45 2.72  -0.0262
35 C -3.61 0.47 3.85  -0.1794
36 C -3.64 0.85 5.18  -0.0807
37 C -3.46 -0.08 6.19  -0.6801
38 Cl -3.50 0.44 7.86  0.5956
39 C -3.24 -1.41 5.90  -0.1253
40 C -3.23 -1.82 4.57  -0.0116
41 C -3.41 -0.89 3.55  -0.2490
42 O -3.47 -1.24 2.25  -0.0399
43 C -2.44 -2.06 1.69  -0.0698
44 C -1.53 -1.25 0.75  -0.6696
45 O -1.04 -1.90 -0.20  -0.0629
46 O -1.38 -0.04 1.01  -0.0253
47 H -3.68 2.47 3.09  0.0777
48 H -4.66 1.30 2.17  0.0772
49 H -2.91 1.27 2.01  0.0657
50 H -3.78 1.90 5.44  0.1050
51 H -3.10 -2.13 6.70  0.0970
52 H -3.06 -2.86 4.32  0.1160
53 H -2.92 -2.87 1.13  0.1196
54 H -1.81 -2.48 2.48  0.1142
55 N 0.61 0.61 -1.14  -0.4460
56 S -0.46 -0.02 -2.22  1.0809
57 C -0.45 1.26 -3.50  -0.3731
58 C -1.38 1.19 -4.52  -0.0854
59 C -1.37 2.14 -5.53  -0.0964
60 C -0.44 3.17 -5.50  -0.1048
61 C 0.49 3.23 -4.47  -0.0798
62 C 0.50 2.27 -3.46  -0.0803
63 C -2.08 0.43 -1.61  -0.4099
64 C -3.09 -0.51 -1.72  -0.0928
65 C -4.36 -0.18 -1.26  -0.0739
66 C -4.60 1.06 -0.70  -0.1004
67 C -3.57 1.99 -0.59  -0.0912
68 C -2.30 1.67 -1.05  -0.0648
69 H 0.21 0.37 -0.22  -0.0257
70 H -2.11 0.39 -4.54  0.1077
71 H -2.10 2.09 -6.33  0.0940
72 H -0.43 3.92 -6.28  0.0922
73 H 1.24 4.01 -4.46  0.1016
74 H 1.22 2.30 -2.67  0.0915
75 H -2.87 -1.49 -2.11  0.1140
76 H -5.16 -0.91 -1.32  0.0990
77 H -5.58 1.31 -0.32  0.0954
78 H -3.75 2.95 -0.13  0.1029
79 H -1.48 2.37 -0.96  0.1218


(2)
The following is a quantum chemistry calculation of a cluster of 2 separate species, C8H17OP in total, from the OMol25 dataset.

Properties
- Net charge: 0
- LUMO (spin up / spin down): 0.77 / -2.40 eV
- Gap between HOMO and LUMO (spin up / spin down): 6.13 / 6.98 eV
- E: -19901.180 eV
- Expectation value of S²: 2.0099
- 2S+1: 3
- ΔE to the lowest compared entry with this formula, charge and spin: 21.7 kcal per mole
- Molar mass: 160.2 g/mol

Each line ends with the natural charge from an NBO analysis.
Atoms and positions in Å:
1 C 2.49 -1.75 -0.55  0.3610
2 C -1.67 -0.02 -1.59  -0.5995
3 C -2.41 1.41 0.23  -0.6119
4 C -2.74 -0.95 0.78  -0.5952
5 C 3.59 0.59 1.19  -0.9467
6 C -0.44 0.05 0.50  -0.6038
7 C 2.10 -0.65 -1.07  -0.4095
8 C -1.87 -0.01 -0.06  -0.0742
9 O 2.62 -2.81 -0.07  -0.4301
10 P 3.01 0.87 -0.54  0.5354
11 H 0.04 -0.77 -0.02  0.2060
12 H -2.40 0.27 -2.27  0.2160
13 H -1.37 -1.11 -1.86  0.1961
14 H -0.83 0.55 -1.86  0.2099
15 H -3.44 1.50 -0.37  0.1944
16 H -2.70 1.67 1.34  0.2117
17 H -1.85 2.28 -0.18  0.2079
18 H -3.77 -0.74 0.65  0.2107
19 H -2.55 -1.91 0.38  0.2066
20 H -2.50 -0.94 1.80  0.2116
21 H 4.26 1.34 1.42  0.2337
22 H 4.00 -0.41 1.43  0.2393
23 H 2.79 0.62 2.04  0.2425
24 H -0.01 1.15 0.29  0.2197
25 H -0.46 -0.19 1.63  0.2135
26 H 1.93 -0.57 -2.14  0.1754
27 H 4.19 0.53 -1.11  -0.0201


(3)
The following is a quantum chemistry calculation of an isolated molecule of C4H9NO, from the OMol25 dataset.

Properties
- Net charge: 0
- LUMO: 0.58 eV
- Gap between HOMO and LUMO: 8.78 eV
- E: -7827.941 eV
- ΔE to the lowest compared entry with this formula, charge and spin: 101.0 kcal per mole
- Molar mass: 87.1 g/mol

Each line ends with the natural charge from an NBO analysis.
Atoms and positions in Å:
1 C -2.19 0.15 -0.52  -0.5772
2 C -0.76 -0.36 -0.47  -0.2482
3 N -0.32 0.70 0.49  -0.5910
4 C 0.64 0.10 1.05  0.2549
5 C 1.99 -0.10 0.45  -0.1540
6 O 2.14 0.19 -0.91  -0.6976
7 H -2.72 -0.36 -1.31  0.1897
8 H -2.61 -0.07 0.47  0.2120
9 H -2.25 1.24 -0.63  0.2157
10 H -0.86 -1.35 0.01  0.1630
11 H -0.16 -0.53 -1.38  0.2013
12 H 0.53 -0.18 2.10  0.1528
13 H 2.42 -1.08 0.65  0.2015
14 H 2.52 0.64 1.08  0.1987
15 H 1.63 0.99 -1.10  0.4784